No. 1
Density functional theory data (wB97M-V/def2-TZVPD) for a cluster of 2 separate species, C5H10NP in total in a non-equilibrium geometry.

Properties
energy relative to the best compared isomer or geometry (same formula, charge and spin) = 4.8085 eV
HOMO energy (alpha / beta) = -0.277 / -0.272 Ha
DFT total energy = -16120.10051 eV
M = 115.1 g mol⁻¹
gap between HOMO and LUMO (alpha / beta) = 0.270 / 0.283 Ha
LUMO energy (alpha / beta) = -0.1860 / 0.2989 eV

The geometry in XYZ format:
```
17
Properties=species:S:1:pos:R:3:forces:R:3
C 3.433813 -1.299036 0.199093 0.5 3.2 2.5
C 2.803612 -1.111800 1.583189 -0.8 -0.4 -1.7
C -3.858528 -1.284155 -0.117913 -1.0 -0.1 -1.1
C -4.096639 0.047222 0.441428 0.4 -0.5 0.9
C 2.137367 -0.599169 0.267612 -0.9 -5.3 1.8
N -2.876817 -0.408012 -0.301059 -0.4 -0.7 0.6
P -1.235698 -0.060468 -0.582493 -1.3 2.5 1.2
H 4.292818 -0.613399 0.178456 -0.2 -0.6 -0.7
H 3.540486 -2.205950 -0.221664 0.3 -2.9 -1.4
H 2.332472 -1.858989 2.225645 0.2 0.0 -0.7
H 3.273481 -0.329571 2.093414 0.6 0.9 1.0
H -4.525975 -1.908035 -0.769235 1.4 0.4 0.6
H 2.138878 0.389576 0.210239 -0.5 4.0 -0.7
H -4.766799 0.720068 -0.060642 0.1 0.5 -0.3
H -4.043788 0.141881 1.541737 0.2 0.2 -0.7
H 1.231264 -1.226459 0.057967 0.9 1.1 -0.2
H -1.055965 -1.228223 -1.161836 0.5 -2.4 -1.3
```
Positions in Å, forces in eV/Å.

Here are the Löwdin charges for atoms 1 to 8, given in e: number 1, C, carries -0.16; number 2, C, carries -0.14; number 3, C, carries -0.13; number 4, C, carries -0.15; number 5, C, carries -0.19; number 6, N, carries -0.48; number 7, P, carries 0.78; number 8, H, carries 0.11

***

No. 2
Density functional theory data (wB97M-V/def2-TZVPD) for a structure of composition C44H59CrN6O4P2.

Properties
energy relative to the best compared isomer or geometry (same formula, charge and spin) = 0.0000 eV
spin multiplicity = 4
HOMO energy (alpha / beta) = -0.257 / -0.263 Ha
DFT total energy = -110720.12358 eV
M = 849.9 g mol⁻¹
gap between HOMO and LUMO (alpha / beta) = 0.259 / 0.264 Ha
LUMO energy (alpha / beta) = 0.0476 / 0.0334 eV

The geometry in XYZ format:
```
116
Properties=species:S:1:pos:R:3:forces:R:3
Cr -0.172649 0.162620 -0.190859 -0.5 0.0 -0.5
C 1.027908 5.208102 0.330412 -0.1 0.0 0.1
C 1.039403 3.726964 0.712529 0.1 -0.1 -0.1
C 2.474744 3.234139 0.914028 -0.1 0.0 0.0
P 0.005245 2.612044 -0.364320 0.0 0.2 0.3
C 0.115029 3.123703 -2.141835 0.2 0.0 0.0
C 1.584441 3.287803 -2.557184 -0.1 0.1 0.0
C -0.727314 4.295039 -2.637377 0.0 0.0 -0.1
C -1.662209 2.956878 0.301897 0.1 0.2 -0.1
C -2.320165 4.182617 0.184348 0.0 0.0 0.0
C -3.533616 4.445953 0.804676 0.0 0.1 0.0
C -4.201568 5.794051 0.683765 0.0 -0.1 0.0
C -4.084467 3.420150 1.567266 0.0 -0.1 0.1
C -3.448274 2.200290 1.715839 -0.2 0.0 0.0
C -2.215415 1.934331 1.097260 0.2 -0.3 0.0
N -1.576292 0.694180 1.169396 -0.3 0.0 0.1
C -1.733961 -0.129711 2.296375 0.1 0.4 -0.2
C -2.013546 0.363173 3.575361 0.0 0.0 0.1
C -2.088249 -0.483436 4.669088 0.0 0.1 0.0
C -1.871521 -1.852659 4.549033 0.0 0.0 0.0
C -1.925956 -2.772197 5.744301 0.0 0.0 -0.1
C -1.564530 -2.333731 3.282385 0.0 -0.1 0.0
C -1.490496 -1.505948 2.165933 0.0 -0.2 -0.1
P -0.903242 -2.083720 0.530878 0.0 0.0 0.2
C 0.407322 -3.329373 0.968748 0.0 0.0 -0.1
C 1.579928 -3.280905 -0.014907 0.0 -0.1 0.0
C -0.038710 -4.777982 1.168705 0.0 0.0 0.1
C -2.380170 -2.888618 -0.260582 0.1 0.0 -0.1
C -3.289281 -3.705975 0.656192 0.0 -0.1 0.0
C -2.043244 -3.660850 -1.543096 0.0 0.0 0.0
H 1.446716 5.782051 1.160767 0.0 0.0 0.0
H 0.028731 5.600041 0.140294 0.0 0.0 0.0
H 1.649535 5.404748 -0.541759 0.0 0.0 0.0
H 0.502357 3.633616 1.658571 0.0 -0.1 0.1
H 3.041100 3.271353 -0.016725 0.0 0.0 0.0
H 2.508360 2.205130 1.265554 -0.1 0.0 0.0
H 2.975009 3.876559 1.644903 0.0 0.0 0.0
H -0.258465 2.221112 -2.626566 0.0 -0.1 -0.1
H 1.982470 4.253002 -2.244468 0.0 0.0 0.0
H 1.658809 3.246888 -3.647817 0.0 0.0 0.0
H 2.226969 2.515770 -2.139348 0.0 -0.1 0.0
H -0.421849 5.245031 -2.193535 0.0 0.0 0.0
H -1.790751 4.146951 -2.449747 0.0 0.0 0.0
H -0.588151 4.386871 -3.719473 0.0 0.0 0.0
H -1.872035 4.972503 -0.406298 0.0 -0.1 0.0
H -4.044637 6.227661 -0.304980 0.0 0.0 0.0
H -3.808614 6.502967 1.416783 0.0 0.0 0.0
H -5.276831 5.718660 0.850057 0.0 0.0 0.0
H -5.040012 3.577714 2.059077 0.0 0.0 0.0
H -3.917329 1.427640 2.312825 0.0 0.0 0.0
H -2.142448 1.428692 3.716716 0.0 -0.1 0.0
H -2.299601 -0.061472 5.647622 0.0 0.0 -0.1
H -2.438341 -2.298849 6.582514 0.0 0.0 0.0
H -0.923855 -3.047764 6.083939 0.0 0.0 0.0
H -2.455141 -3.696932 5.508173 0.0 0.0 0.0
H -1.356314 -3.393982 3.174003 0.0 0.1 0.0
H 0.758510 -2.940853 1.925084 0.1 0.1 0.1
H 1.281130 -3.643792 -1.001417 0.0 0.0 0.0
H 2.384647 -3.928680 0.344945 0.0 0.0 0.0
H 1.976277 -2.272879 -0.114645 0.0 0.0 0.0
H -0.323275 -5.247779 0.229105 0.0 0.0 0.0
H -0.864872 -4.891646 1.868621 0.0 0.0 0.0
H 0.807200 -5.344097 1.567167 0.0 0.0 0.0
H -2.938689 -2.003203 -0.571689 0.0 0.0 0.0
H -2.825476 -4.646564 0.956529 0.0 0.0 0.0
H -4.198825 -3.957850 0.103058 0.0 0.0 0.0
H -3.581428 -3.164358 1.555495 0.0 0.0 0.0
H -1.501464 -4.581488 -1.328274 0.0 0.0 0.0
H -1.457578 -3.064043 -2.240732 -0.1 0.0 0.1
H -2.974954 -3.947938 -2.039098 0.0 0.0 0.0
N 6.292874 -1.681504 7.220176 0.0 0.0 0.0
C 5.552674 -1.461102 6.368343 -0.2 0.1 -0.3
C 4.620593 -1.184965 5.293720 0.2 -0.1 0.3
C 5.094796 -0.897193 4.016611 0.0 0.0 -0.1
C 4.203073 -0.631969 2.992126 0.1 0.0 0.0
C 2.825803 -0.647018 3.227912 -0.2 0.1 -0.2
C 2.360412 -0.937906 4.514606 0.0 0.0 0.1
C 3.249689 -1.204402 5.540453 -0.1 0.0 0.0
C 1.900819 -0.371171 2.165298 0.2 -0.1 0.4
C 1.109788 -0.164645 1.269382 0.3 0.2 0.0
H 6.161589 -0.884642 3.835088 0.0 0.0 0.0
H 4.558121 -0.400616 1.996048 0.0 0.0 0.0
H 1.291589 -0.953689 4.691338 0.0 0.0 0.0
H 2.890983 -1.430029 6.536232 0.0 0.0 0.0
C 2.431664 0.016658 -6.100142 0.0 0.0 0.0
C 1.613130 0.019977 -4.811782 0.0 0.0 0.0
C 1.656706 -1.308834 -3.992565 0.1 0.2 0.0
C 1.167187 -2.476408 -4.843497 0.0 -0.1 0.0
C 1.152215 -3.827035 -4.136187 0.0 0.0 0.1
C 3.087421 -1.509228 -3.550488 0.1 0.0 0.0
O 3.899829 -2.172580 -4.157499 0.0 0.0 0.0
N 3.433160 -0.786384 -2.436451 -0.1 -0.2 -0.2
C 2.562203 -0.089266 -1.588895 -0.2 -0.1 0.0
O 3.057684 0.643576 -0.757736 -0.1 0.1 0.0
N 1.207572 -0.320538 -1.718185 0.0 -0.2 -0.3
C 0.737879 -1.043981 -2.796773 0.3 0.1 0.2
O -0.422905 -1.406052 -2.870145 -0.1 0.0 0.1
H 2.521519 1.035754 -6.482087 0.0 0.0 0.0
H 1.960263 -0.586208 -6.877182 0.0 0.0 0.0
H 3.438712 -0.373357 -5.940196 0.0 0.0 0.0
H 0.558138 0.203053 -5.035593 0.0 0.0 0.0
H 1.944681 0.837603 -4.167492 0.0 0.0 0.0
H 1.805192 -2.536252 -5.725128 0.0 0.0 0.0
H 0.157783 -2.229740 -5.174681 0.0 0.0 0.0
H 2.157664 -4.135806 -3.849124 0.0 0.0 0.0
H 0.741299 -4.594812 -4.793572 0.0 0.0 0.0
H 0.521331 -3.793048 -3.246451 0.0 0.0 0.0
H 4.408505 -0.747832 -2.182797 0.0 0.0 0.0
N -3.803588 0.181538 -1.036901 -0.1 0.1 0.1
C -2.880757 0.664541 -1.905125 0.2 -0.1 0.0
N -3.340499 1.228643 -3.053714 0.0 0.0 0.0
O -1.668371 0.588299 -1.695026 0.2 0.1 0.1
H -4.733217 0.567772 -1.068683 0.0 0.0 0.0
H -3.431825 0.037456 -0.106630 0.1 0.1 0.1
H -4.278918 1.041549 -3.359552 0.0 0.0 0.0
H -2.650488 1.374070 -3.770542 0.0 0.0 0.0
```
Positions in Å, forces in eV/Å.

Here are the Löwdin charges for atoms 1 to 8, given in e: number 1, Cr, carries 0.50; number 2, C, carries -0.10; number 3, C, carries -0.49; number 4, C, carries -0.11; number 5, P, carries 1.12; number 6, C, carries -0.51; number 7, C, carries -0.10; number 8, C, carries -0.11

***

No. 3
Density functional theory data (wB97M-V/def2-TZVPD) for a cluster of 2 separate species, C4H5OS in total in a non-equilibrium geometry.

Properties
energy relative to the best compared isomer or geometry (same formula, charge and spin) = 3.6285 eV
HOMO energy (alpha / beta) = -0.101 / -0.023 Ha
DFT total energy = -17108.30123 eV
M = 101.1 g mol⁻¹
gap between HOMO and LUMO (alpha / beta) = 0.222 / 0.120 Ha
net charge = -1
LUMO energy (alpha / beta) = 3.3150 / 2.6532 eV

The geometry in XYZ format:
```
11
Properties=species:S:1:pos:R:3:forces:R:3
C 1.333057 -0.679842 -0.465230 -0.1 0.7 -0.5
C 0.215312 -1.382396 -0.472398 1.4 -0.7 0.7
C -0.245943 1.797926 1.166209 1.9 1.6 -3.4
C -1.085899 -0.754174 -0.518739 -1.5 -3.9 -0.9
O -0.075574 2.313464 0.078451 -1.5 -1.2 2.7
S 0.388165 1.364950 2.556559 -0.4 -0.3 0.9
H 1.412278 0.401353 -0.734228 -0.3 -0.5 0.1
H 2.252927 -1.093624 -0.128857 0.9 -0.5 0.0
H -1.315866 -0.664128 0.508880 -0.9 0.4 1.2
H -1.853336 -1.457926 -1.021315 0.8 1.3 0.7
H -1.025122 0.154397 -0.969332 -0.4 3.1 -1.5
```
Positions in Å, forces in eV/Å.

Here are the Löwdin charges for atoms 1 to 8, given in e: number 1, C, carries -0.19; number 2, C, carries -0.28; number 3, C, carries -0.89; number 4, C, carries -0.25; number 5, O, carries -0.07; number 6, S, carries 0.56; number 7, H, carries 0.03; number 8, H, carries -0.02